{
  "formula": "C30H74F6N6O8S2",
  "method": "ωB97M-V with the def2-TZVPD basis set",
  "symbols": ["F", "O", "C", "C", "H", "C", "C", "H", "H", "H", "H", "C", "H", "H", "O", "C", "H", "H", "H", "H", "C", "H", "F", "H", "H", "H", "C", "H", "C", "C", "H", "H", "N", "H", "H", "H", "H", "C", "C", "C", "N", "C", "H", "H", "H", "H", "O", "H", "H", "H", "H", "F", "N", "C", "S", "C", "H", "H", "H", "H", "C", "H", "H", "O", "H", "H", "H", "H", "C", "S", "H", "H", "F", "H", "H", "H", "H", "H", "H", "H", "H", "C", "H", "C", "H", "C", "H", "H", "C", "H", "H", "C", "H", "N", "C", "O", "H", "H", "C", "N", "H", "C", "H", "H", "O", "F", "N", "H", "C", "H", "H", "O", "H", "H", "C", "H", "H", "F", "H", "H", "H", "C", "H", "C", "O", "H"],
  "xyz": [[-9.0102, 15.3273, -1.0392], [-12.1610, 16.7598, -2.5139], [-14.9988, 10.8656, -9.0802], [-7.2836, 18.5624, 4.2661], [-14.9532, 10.0879, -9.8426], [-9.6953, 15.9256, -2.0446], [-20.4384, 19.0070, 6.3529], [-15.7045, 9.1075, -6.3460], [-16.5744, 16.9078, -3.2597], [-18.7414, 8.1919, -6.4428], [-9.3898, 20.9694, -7.8316], [-8.4929, 20.3501, -7.8499], [-18.3500, 20.4335, 8.7367], [-10.0323, 20.1584, 1.2281], [-9.3875, 21.1291, -10.4754], [-19.0971, 18.7138, -1.8071], [-21.3653, 19.0559, 6.9242], [-10.7644, 20.1083, 3.2986], [-6.8540, 20.1515, -10.0577], [-9.8028, 19.7658, 4.8189], [-17.4795, 10.2443, -8.4778], [-7.1719, 21.7127, 2.7465], [-13.0239, 14.3489, 3.1760], [-9.4876, 21.8318, 1.6809], [-19.3515, 17.8356, -1.2138], [-6.2461, 19.5921, -6.7077], [-8.8521, 22.6013, 4.0678], [-19.1745, 19.6289, -1.2200], [-17.5071, 17.0094, -2.7048], [-5.9918, 20.0869, -7.6450], [-16.0878, 19.4530, -3.4396], [-17.7624, 11.2658, -8.7317], [-11.8654, 16.1778, -0.0076], [-17.3548, 20.5270, -3.0303], [-15.8563, 8.2592, -7.9056], [-5.0521, 20.6287, -7.5381], [-18.2712, 15.7348, -4.3176], [-8.0406, 18.9554, 2.8218], [-7.0091, 21.1761, -9.7196], [-19.4320, 17.8972, 8.3846], [-19.2075, 18.9917, 7.2846], [-17.1732, 19.5018, -3.3530], [-6.4614, 17.0021, 5.2318], [-18.4929, 10.2278, -6.5330], [-19.6722, 18.8510, -2.7229], [-6.3941, 19.1452, 4.5053], [-11.9535, 14.3451, -2.1599], [-14.3488, 9.0107, -7.6130], [-6.3190, 22.9117, -8.0142], [-10.1741, 21.4514, -10.0295], [-8.9806, 23.3130, 3.2523], [-11.1448, 15.5110, 3.0003], [-15.9849, 10.4304, -7.9717], [-15.8986, 11.5125, -6.8740], [-11.5902, 15.6936, -1.6770], [-9.1928, 20.7982, 1.4997], [-8.0661, 22.8827, -7.5040], [-8.4783, 19.9762, -6.8261], [-8.5888, 19.4761, -8.4942], [-19.6846, 20.9437, 3.8784], [-20.6122, 20.1826, 5.3492], [-7.7278, 16.5552, 4.1549], [-17.5479, 19.1641, -4.3193], [-18.1984, 8.3232, -7.2236], [-19.5102, 16.9048, 7.9406], [-21.4092, 19.9074, 4.6584], [-7.3002, 18.9354, 2.0220], [-8.2978, 20.6617, 0.8928], [-8.2190, 21.9419, -10.3563], [-12.2765, 14.8670, 0.6303], [-19.5331, 16.2088, -3.1039], [-16.0036, 12.4502, -7.4197], [-13.1301, 16.4859, 2.6805], [-6.7252, 22.2308, -6.4811], [-17.1558, 19.7989, -0.8235], [-6.0932, 21.7571, -9.8270], [-17.6096, 9.6712, -9.3957], [-17.1122, 18.6004, 7.2592], [-7.9178, 22.0044, -11.4020], [-20.2997, 18.0462, 9.0273], [-20.7977, 21.1486, 5.8187], [-10.2072, 21.8675, 4.3149], [-18.6020, 17.9175, 9.0908], [-9.9659, 20.4275, 3.9682], [-17.4303, 19.4115, 5.8642], [-16.8570, 18.7841, -1.0862], [-14.9062, 11.3616, -6.4492], [-13.9620, 11.0077, -8.7751], [-18.6391, 16.5126, -3.6484], [-7.3487, 21.0366, 4.4494], [-5.7512, 19.3118, -8.3727], [-7.8270, 21.5156, 3.5950], [-18.0208, 17.6898, 6.0238], [-17.6860, 18.4996, -2.3483], [-15.4120, 9.1142, -7.3960], [-13.6425, 14.4090, 0.2923], [-17.6409, 16.4896, -1.7561], [-6.1351, 16.8642, 3.4643], [-12.3860, 15.3836, 2.5196], [-8.7511, 20.3861, 2.9240], [-18.8814, 21.1633, 7.1540], [-18.4925, 9.6692, -7.4690], [-19.5221, 9.8751, -7.7615], [-8.5107, 23.1380, 4.9529], [-19.5527, 20.1929, 4.4619], [-9.3883, 15.4265, -3.2799], [-7.1979, 21.0126, -8.2107], [-7.9559, 18.7120, 5.1109], [-17.8950, 18.6606, 6.5032], [-19.5604, 17.0422, -5.2662], [-10.3794, 21.8265, 5.3904], [-18.9931, 17.4413, -4.6024], [-11.0691, 22.2290, 3.7540], [-8.4051, 22.9627, -10.0226], [-7.1061, 22.3665, -7.4933], [-17.1451, 18.0567, -0.3272], [-15.7964, 18.6152, -1.2724], [-9.5224, 17.2540, -2.0917], [-20.4796, 17.9934, 5.9541], [-8.8738, 18.2686, 2.6730], [-15.4414, 11.7375, -9.5617], [-19.0590, 20.3980, 7.9096], [-20.0248, 20.4692, 8.4097], [-6.8429, 17.1875, 4.2276], [-11.2370, 13.8069, 0.6546], [-16.6681, 11.4550, -6.1042]],
  "homo_energy_ha": -0.5199,
  "charge": 4,
  "total_energy_ha": -3511.9457,
  "homo_lumo_gap_ev": 7.850
}


{
  "formula": "C50H52N7P2Si2Sn",
  "method": "ωB97M-V with the def2-TZVPD basis set",
  "symbols": ["H", "H", "H", "C", "H", "H", "C", "C", "H", "C", "C", "N", "H", "C", "C", "H", "H", "C", "H", "C", "C", "P", "H", "H", "H", "Sn", "H", "H", "N", "C", "C", "H", "H", "C", "C", "H", "H", "H", "C", "H", "C", "H", "H", "C", "H", "C", "H", "H", "C", "N", "H", "N", "N", "C", "C", "H", "C", "C", "C", "C", "C", "H", "C", "H", "C", "H", "C", "H", "C", "H", "H", "H", "H", "C", "C", "H", "C", "Si", "C", "C", "C", "C", "H", "C", "Si", "C", "C", "C", "H", "H", "C", "H", "H", "C", "N", "H", "C", "H", "C", "C", "H", "C", "C", "N", "C", "H", "C", "H", "H", "H", "P", "H", "H", "H"],
  "xyz": [[3.3699, 0.3291, 4.7314], [-5.4589, 2.8891, -2.9384], [5.0371, 0.4450, -3.9671], [0.9586, 4.0998, -4.2097], [6.6539, 1.2487, -2.2998], [2.4766, 2.7995, -3.4922], [-1.7180, -4.5587, 0.2888], [4.6046, -2.5271, -2.4823], [-0.5013, -4.4961, 3.2947], [0.2437, -2.8150, -2.3663], [-3.7805, 0.7111, 5.4868], [-2.9926, 0.7426, -0.8630], [1.2253, 5.9938, 0.3501], [-1.2818, 3.9767, 0.9715], [0.6231, 2.5261, -2.4202], [1.9479, -4.1172, -2.4624], [-0.7582, -2.7782, 3.0035], [-3.6740, 1.6668, -2.9669], [0.8669, -3.4002, 3.1951], [1.5129, 5.0124, -0.0116], [-0.1119, -3.6227, 2.7823], [1.1273, 1.3737, -1.0721], [2.5887, 4.9195, 0.1042], [1.0509, 0.8409, 5.4988], [2.1657, 3.2224, 2.8865], [-1.3614, -0.2336, 0.4992], [1.2170, 4.6777, 3.1173], [5.2439, -2.9776, 0.8028], [-1.0207, 0.8175, 4.1100], [-0.6781, 3.0006, -2.2900], [-5.6676, -0.0389, 3.5388], [-1.5336, 4.6265, 1.8041], [-6.3911, -0.3109, 2.7853], [-1.1753, 3.9721, -3.1381], [0.1849, -0.1150, -1.3274], [0.8741, -5.7449, -3.9422], [5.0781, -2.6206, -3.4493], [6.3299, -3.1918, -1.4046], [-2.1481, 0.7770, 3.4494], [2.8720, -2.2796, 0.9438], [2.7237, -0.0663, 2.7128], [-2.0905, -5.3448, 0.9386], [2.6118, 0.4159, -3.4246], [3.2867, -2.1185, -2.3974], [1.7311, -0.3854, 0.8547], [2.9024, 1.1887, -1.4538], [-1.8178, 3.0424, 1.1161], [-3.1945, -1.8708, 2.1322], [0.3207, -4.8740, -3.6133], [-2.3705, 0.8012, 2.1478], [-2.4440, -3.7507, 0.2835], [0.3816, 0.1239, 2.2970], [0.9411, 2.0531, 0.3267], [-4.1297, 1.2304, -0.2556], [-2.8316, 0.9379, -2.1798], [-2.2017, 4.2976, -3.0468], [0.1677, 0.5248, 3.5715], [3.3402, 0.7516, -2.6974], [1.1830, 3.6590, 2.7441], [4.6965, -2.7311, -0.0963], [-3.3265, -1.1652, 1.3149], [-1.4664, -5.4177, -4.6502], [3.8142, 1.6605, -0.5227], [-4.0319, -1.5485, 0.5856], [-3.4234, 0.5875, 4.1551], [1.2960, 4.9719, -1.0743], [1.2622, 0.5698, 4.4760], [-1.2854, 2.5949, -1.4957], [-6.0333, 0.1047, 4.8711], [-1.6629, -4.9541, -0.7214], [-5.4142, 0.5952, 6.8594], [-1.6506, 4.4384, 0.0610], [2.7215, -1.9076, -3.2949], [-1.0859, -2.6599, -2.7317], [-5.1015, 0.4741, 5.8310], [1.6210, 4.5569, -4.9317], [5.6004, 1.2311, -2.0588], [0.5918, 3.6156, 0.9289], [5.3083, -2.8451, -1.3320], [4.6899, 0.7706, -2.9952], [1.6147, -0.1273, 1.9029], [3.3764, -2.3258, -0.0090], [3.4275, 2.0278, 0.4176], [-4.3565, 0.2081, 3.1922], [-0.0311, -3.8925, 0.8985], [2.5289, 0.2808, 4.0514], [-3.6882, 0.2340, 1.8392], [1.2942, -5.2298, 0.5552], [-7.0595, -0.0619, 5.1704], [0.4861, 3.1082, 3.3641], [0.9310, -3.9492, -2.7865], [-2.7392, -3.4668, -3.8210], [-1.9535, 0.4736, -2.6135], [2.6617, -2.0221, -1.1591], [-4.4808, 0.9979, 0.9613], [-3.0574, 1.0106, 6.2293], [-0.3516, 4.5296, -4.1026], [2.2904, -4.8795, 0.8055], [-4.7907, 2.2710, -2.3538], [-1.7014, -3.5897, -3.5486], [-1.6296, -1.8079, -2.3426], [-0.9935, -4.6921, -4.0043], [5.1629, 1.6821, -0.8236], [0.2384, -2.3087, 0.2976], [-5.0166, 2.0460, -1.0396], [1.0940, -6.1166, 1.1491], [1.4448, 3.1026, -3.3824], [5.8738, 2.0678, -0.1073], [1.3001, -5.5233, -0.4891], [-0.7191, 5.3045, -4.7609], [0.8589, -1.7135, -1.0378], [3.7080, -0.2682, 2.3164], [-5.8698, 2.4533, -0.5226], [-3.4830, 1.7781, -4.0225]],
  "homo_energy_ha": -0.1585,
  "charge": -1,
  "total_energy_ha": -3795.9924,
  "homo_lumo_gap_ev": 6.617
}


What is the formula in the second record? C50H52N7P2Si2Sn